# 1
DFT (ωB97M-V/def2-TZVPD) results for a structure of composition C44H106CrF6N14O11P3S2 in a non-equilibrium geometry.

XYZ file:
```
187
C44H106CrF6N14O11P3S2 ωB97M-V/def2-TZVPD
Cr -0.71 1.48 4.17
C -0.16 2.03 0.17
F 0.12 1.84 -1.11
F 0.31 3.19 0.57
F -1.48 1.95 0.17
S 0.54 0.50 1.24
O 0.84 -0.55 0.28
O 1.79 0.94 1.90
N -0.57 0.35 2.60
S -1.60 -0.74 1.96
O -2.73 -0.65 2.91
O -1.97 -0.78 0.54
C -0.86 -2.48 2.45
F -1.65 -3.44 2.07
F 0.34 -2.69 1.92
F -0.82 -2.50 3.78
C -2.68 -0.10 6.28
O -2.00 0.49 5.42
N -4.04 0.04 6.40
C -4.87 0.96 5.53
C -4.74 -0.82 7.40
H -2.25 -0.74 7.08
H -5.31 1.57 6.33
H -5.67 0.68 4.85
H -4.26 1.53 4.83
H -4.00 -1.09 8.16
H -5.51 -0.26 7.93
H -5.26 -1.63 6.90
C 1.55 3.70 3.84
O 0.57 2.95 3.59
N 1.46 4.98 3.59
C 2.44 5.84 4.22
C 0.33 5.53 2.82
H 2.36 3.57 4.59
H 2.60 6.76 3.67
H 3.42 5.41 4.43
H 2.12 6.13 5.22
H 0.77 5.98 1.93
H -0.48 4.85 2.55
H -0.06 6.39 3.36
O 6.42 3.96 -0.28
P 5.17 4.20 -0.99
N 5.27 5.27 -2.39
C 4.54 5.08 -3.64
C 5.92 6.61 -2.25
N 4.02 4.93 -0.15
C 2.63 5.05 -0.66
C 4.35 5.96 0.80
N 4.35 2.77 -1.49
C 5.04 1.94 -2.55
C 3.72 1.96 -0.37
H 4.35 6.06 -4.07
H 3.57 4.63 -3.45
H 5.08 4.54 -4.43
H 6.53 6.82 -1.37
H 5.06 7.27 -2.20
H 6.41 6.78 -3.22
H 2.45 6.06 -1.04
H 2.52 4.28 -1.42
H 1.95 4.65 0.09
H 3.49 6.30 1.37
H 4.88 5.51 1.64
H 4.89 6.82 0.39
H 5.43 1.07 -2.03
H 4.22 1.62 -3.19
H 5.85 2.51 -3.02
H 3.77 2.45 0.60
H 4.22 1.00 -0.31
H 2.67 1.86 -0.67
O 4.50 -7.59 -1.54
P 4.54 -6.43 -0.62
N 3.11 -5.80 0.13
C 2.08 -6.93 0.16
C 2.54 -4.56 -0.34
N 5.43 -5.08 -1.23
C 6.49 -5.28 -2.19
C 5.41 -3.69 -0.81
N 5.48 -6.94 0.77
C 5.80 -6.02 1.87
C 5.63 -8.37 1.03
H 1.65 -7.02 -0.84
H 1.45 -6.58 0.98
H 2.38 -7.96 0.39
H 1.48 -4.59 -0.59
H 3.13 -4.28 -1.21
H 2.43 -3.93 0.54
H 6.12 -6.11 -2.79
H 6.64 -4.50 -2.94
H 7.48 -5.31 -1.74
H 4.79 -3.54 0.07
H 6.36 -3.20 -0.58
H 5.09 -3.13 -1.69
H 6.34 -5.17 1.46
H 4.87 -5.69 2.35
H 6.37 -6.59 2.61
H 6.31 -8.96 0.41
H 4.69 -8.87 0.81
H 5.74 -8.55 2.10
O -2.16 7.50 -0.63
P -2.31 6.72 -1.91
N -0.76 6.22 -2.57
C 0.41 6.97 -2.12
C -0.59 5.51 -3.86
N -2.78 7.79 -3.17
C -2.88 9.31 -3.02
C -3.66 7.32 -4.27
N -3.23 5.29 -1.99
C -4.63 5.44 -1.55
C -2.82 3.89 -1.85
H 0.80 6.60 -1.17
H 0.17 8.04 -2.10
H 1.21 6.87 -2.86
H -0.49 4.43 -3.69
H 0.32 5.82 -4.37
H -1.43 5.69 -4.52
H -3.92 9.61 -3.05
H -2.61 9.66 -2.02
H -2.24 9.73 -3.80
H -4.70 7.24 -3.97
H -3.42 7.90 -5.16
H -3.30 6.33 -4.56
H -4.65 5.26 -0.48
H -5.05 6.44 -1.72
H -5.27 4.66 -1.97
H -2.64 3.54 -0.83
H -1.87 3.63 -2.31
H -3.58 3.24 -2.28
C 2.97 -5.42 -4.40
C 2.50 -4.05 -4.82
C 1.06 -4.07 -4.32
C 0.29 -2.72 -4.44
C 1.08 -1.56 -3.92
C 2.66 -1.66 -3.98
N 3.22 -3.04 -4.00
O 4.61 -3.09 -4.22
C 3.22 -0.75 -5.19
C 3.03 -1.09 -2.64
C 2.69 -3.87 -6.29
H 2.46 -6.33 -4.70
H 2.91 -5.52 -3.32
H 4.05 -5.54 -4.56
H 0.45 -4.92 -4.63
H 1.00 -4.38 -3.27
H -0.73 -2.78 -4.07
H 0.02 -2.75 -5.50
H 0.73 -1.24 -2.94
H 0.58 -0.78 -4.50
H 3.02 0.28 -4.88
H 4.31 -0.84 -5.13
H 2.90 -0.98 -6.20
H 4.11 -0.99 -2.55
H 2.73 -0.04 -2.56
H 2.74 -1.59 -1.72
H 2.41 -2.86 -6.62
H 1.97 -4.51 -6.80
H 3.66 -4.07 -6.74
H 4.79 -4.01 -4.03
C -6.61 -1.43 3.12
C -6.63 -2.96 3.30
C -6.13 -3.23 4.70
C -6.67 -4.59 5.34
C -8.15 -4.80 5.08
C -8.55 -4.83 3.59
N -8.03 -3.55 3.02
O -8.50 -3.22 1.68
C -8.08 -6.09 2.89
C -10.09 -4.86 3.56
C -5.48 -3.60 2.42
H -7.24 -0.90 3.85
H -7.12 -1.16 2.20
H -5.61 -1.01 3.14
H -5.04 -3.26 4.77
H -6.65 -2.57 5.40
H -6.47 -4.73 6.40
H -6.11 -5.46 5.00
H -8.67 -4.08 5.70
H -8.34 -5.76 5.56
H -7.57 -6.72 3.62
H -8.79 -6.81 2.49
H -7.42 -5.93 2.04
H -10.56 -4.52 2.64
H -10.50 -5.83 3.83
H -10.51 -4.18 4.29
H -4.71 -2.87 2.18
H -5.99 -3.97 1.53
H -4.90 -4.42 2.85
H -9.21 -2.58 1.78
```

**⟨S²⟩**: 6.008
**Electronic energy**: -6797.930179 hartree
**Frontier orbital gap (spin up / spin down)**: 4.57 / 5.06 eV
**2S+1**: 5
**F_max**: 6.0 eV Å⁻¹
**Charge**: +1

***

# 2
DFT (ωB97M-V/def2-TZVPD) results for a cluster of 9 separate species, C44H106F4N10O12 in total in a non-equilibrium geometry.

XYZ file:
```
176
C44H106F4N10O12 ωB97M-V/def2-TZVPD
C -2.85 0.33 -1.05
C -3.46 1.42 -0.15
C -2.46 2.51 0.23
F -2.97 3.72 -0.23
C -2.16 2.60 1.74
C -1.42 1.29 2.09
C 0.03 1.81 2.31
O 0.88 1.23 1.39
C 0.43 1.59 3.83
N 1.74 0.91 3.93
N 0.01 3.25 2.15
C 1.29 4.11 2.29
O 1.97 4.08 1.27
O 1.39 4.67 3.36
C -1.14 3.71 1.88
C -1.37 5.17 1.69
C -2.80 5.63 1.98
O -3.44 6.22 0.88
C -2.89 6.64 3.17
F -3.92 6.25 3.96
F -1.83 6.66 3.95
F -3.20 7.85 2.76
H -2.75 0.68 -2.07
H -1.85 0.03 -0.73
H -3.54 -0.51 -1.06
H -3.94 0.95 0.71
H -4.24 1.88 -0.74
H -1.50 2.35 -0.26
H -3.02 2.70 2.39
H -1.84 0.67 2.88
H -1.32 0.63 1.24
H 0.84 0.28 1.45
H -0.31 0.97 4.33
H 0.42 2.53 4.36
H 2.25 1.39 4.66
H 1.57 -0.01 4.29
H -1.10 5.36 0.64
H -0.60 5.66 2.29
H -3.42 4.79 2.25
H -2.84 6.26 0.13
C 7.62 -1.35 2.73
C 6.13 -1.60 2.49
C 5.23 -0.46 2.99
O 5.05 -0.43 4.40
C 6.10 0.19 5.12
N 5.76 -2.89 3.09
H 7.90 -1.51 3.77
H 8.21 -2.04 2.13
H 7.90 -0.34 2.44
H 5.98 -1.68 1.41
H 4.23 -0.60 2.57
H 5.59 0.51 2.63
H 6.54 1.02 4.56
H 6.88 -0.53 5.38
H 5.69 0.58 6.05
H 4.80 -3.10 2.85
H 5.73 -2.76 4.10
C 3.34 2.93 -1.52
C 3.39 1.74 -2.47
C 3.91 2.08 -3.87
O 2.97 2.74 -4.70
C 2.86 4.14 -4.48
N 2.07 1.10 -2.52
H 2.49 3.59 -1.73
H 3.23 2.60 -0.49
H 4.25 3.52 -1.58
H 4.10 1.01 -2.04
H 4.14 1.15 -4.39
H 4.84 2.66 -3.82
H 3.82 4.59 -4.21
H 2.12 4.36 -3.71
H 2.52 4.60 -5.41
H 2.14 0.25 -3.07
H 1.47 1.70 -3.08
C 11.37 3.52 0.44
C 10.13 2.70 0.09
C 9.17 2.50 1.27
O 9.58 1.54 2.22
C 10.51 2.01 3.18
N 10.57 1.42 -0.48
H 12.10 2.95 1.02
H 11.87 3.86 -0.47
H 11.10 4.41 1.02
H 9.59 3.25 -0.68
H 8.22 2.12 0.87
H 8.94 3.46 1.76
H 10.33 3.06 3.44
H 11.54 1.89 2.83
H 10.40 1.40 4.08
H 9.75 0.91 -0.81
H 10.91 0.85 0.28
C 5.03 9.41 -6.65
C 3.74 8.63 -6.88
C 2.79 8.64 -5.67
O 3.17 7.77 -4.62
C 4.15 8.29 -3.74
N 4.08 7.27 -7.31
H 5.74 8.86 -6.02
H 5.53 9.60 -7.60
H 4.84 10.37 -6.18
H 3.21 9.12 -7.70
H 1.82 8.28 -6.01
H 2.64 9.66 -5.29
H 4.04 9.36 -3.60
H 5.15 8.05 -4.09
H 4.02 7.79 -2.77
H 3.22 6.78 -7.56
H 4.41 6.76 -6.49
C -2.74 1.23 9.35
C -2.60 0.13 8.30
C -2.01 0.62 6.97
O -2.92 1.34 6.15
C -3.07 2.71 6.48
N -3.90 -0.52 8.12
H -3.59 1.88 9.15
H -2.90 0.79 10.34
H -1.84 1.84 9.40
H -1.91 -0.62 8.70
H -1.73 -0.26 6.38
H -1.09 1.20 7.13
H -2.13 3.15 6.85
H -3.86 2.85 7.22
H -3.37 3.24 5.58
H -3.79 -1.32 7.50
H -4.49 0.12 7.59
C -1.16 -5.52 -1.64
C -2.30 -5.07 -2.55
C -1.93 -3.92 -3.50
O -1.87 -2.65 -2.88
C -0.66 -2.36 -2.20
N -3.46 -4.75 -1.72
H -1.00 -4.82 -0.81
H -1.39 -6.49 -1.20
H -0.22 -5.62 -2.18
H -2.56 -5.93 -3.18
H -2.71 -3.84 -4.25
H -0.99 -4.13 -4.03
H 0.20 -2.80 -2.70
H -0.72 -2.70 -1.16
H -0.54 -1.27 -2.19
H -4.26 -4.56 -2.32
H -3.27 -3.85 -1.27
C -4.96 -9.94 0.28
C -4.69 -8.44 0.32
C -5.84 -7.59 -0.25
O -5.92 -7.57 -1.66
C -6.58 -8.69 -2.24
N -3.43 -8.16 -0.35
H -4.84 -10.35 -0.73
H -4.26 -10.47 0.92
H -5.97 -10.17 0.62
H -4.58 -8.16 1.37
H -5.67 -6.55 0.05
H -6.81 -7.89 0.19
H -7.40 -9.05 -1.61
H -5.86 -9.49 -2.43
H -6.98 -8.37 -3.20
H -3.20 -7.17 -0.23
H -3.59 -8.25 -1.35
C -11.46 -6.55 -4.98
C -11.60 -7.81 -4.13
C -10.26 -8.33 -3.57
O -9.45 -9.01 -4.51
C -8.67 -8.17 -5.35
N -12.30 -8.84 -4.91
H -11.07 -6.76 -5.97
H -12.43 -6.08 -5.11
H -10.80 -5.82 -4.49
H -12.23 -7.56 -3.27
H -10.49 -9.07 -2.80
H -9.70 -7.53 -3.08
H -8.34 -7.27 -4.82
H -9.23 -7.89 -6.25
H -7.80 -8.74 -5.66
H -12.49 -9.64 -4.32
H -11.65 -9.19 -5.60
```

**Electronic energy**: -3589.786064 hartree
**Frontier orbital gap**: 9.05 eV
**2S+1**: 1
**F_max**: 2.9 eV Å⁻¹